No. 1
Computed, not measured: a cluster of 2 separate species, C4H9N in total at a distorted geometry, with ωB97M-V/def2-TZVPD.

Structure (XYZ):
```
14
Properties=species:S:1:pos:R:3:nbo_charge:R:1
N -2.7404 0.2108 -0.7808 -0.599
C 1.2424 0.3813 -1.0562 -0.652
C 1.3324 0.1342 0.4216 -0.158
C 1.5866 -1.0341 1.0019 -0.420
C -2.2832 0.0693 0.3868 -0.043
H -1.6449 -0.7790 0.6181 0.170
H -2.5413 0.7396 1.2118 0.143
H 1.2556 1.0751 0.9612 0.187
H 1.3776 -0.5536 -1.6066 0.207
H -3.4069 0.9799 -0.8397 0.330
H 2.0417 1.0555 -1.3599 0.219
H 1.9265 -1.1453 2.0204 0.203
H 1.5814 -1.9167 0.3753 0.189
H 0.2725 0.7832 -1.3537 0.225
```

Output
SMILES string: C=CC.C=N
Gap between HOMO and LUMO, eV: 10.8
Net charge: 0
ΔE to the lowest compared entry with this formula, charge and spin, eV: 1.510

No. 2
Computed, not measured: a cluster of 2 separate species, C4H10OS in total at a distorted geometry, with ωB97M-V/def2-TZVPD.

Structure (XYZ):
```
16
Properties=species:S:1:pos:R:3:nbo_charge:R:1
S -0.0988 0.6678 0.4304 1.413
O 0.7648 0.6649 1.6374 -0.972
C -0.2296 -2.0904 0.7028 -0.657
C 1.5092 1.5388 -1.5341 -0.588
C -0.1704 -1.0012 -0.2595 -0.588
C -1.6346 1.2032 0.9935 -0.735
H 0.6361 -1.0692 -0.9797 0.235
H 0.8400 2.1009 -2.1946 0.188
H -2.2671 1.2761 0.1114 0.186
H -1.1407 -2.5122 1.0271 0.232
H 1.8260 0.5302 -1.5639 0.179
H 0.4306 -1.8136 1.5915 0.255
H 0.0803 -3.0264 0.1872 0.224
H -1.4735 2.0515 1.6156 0.223
H -0.9906 -0.7407 -0.9017 0.225
H 1.9184 2.2200 -0.8632 0.181
```

Output
Gap between HOMO and LUMO (spin up / spin down), eV: 7.3 / 8.4
Net charge: 0
ΔE to the lowest compared entry with this formula, charge and spin, eV: 5.698

No. 3
Computed, not measured: a cluster of 2 separate species, C4H5Cl2FO3 in total, with ωB97M-V/def2-TZVPD.

Structure (XYZ):
```
15
Properties=species:S:1:pos:R:3:nbo_charge:R:1
Cl -3.8923 -1.3716 0.2120 -0.026
Cl -2.6284 -0.1554 -2.1233 -0.020
F -0.1175 -0.5193 1.2917 -0.353
O 1.0823 -0.8492 -0.5791 -0.487
O 2.1015 1.1130 -0.3550 -0.477
O 1.8797 0.1954 -2.4139 -0.542
C -3.1688 0.0886 -0.4624 -0.399
C 1.7210 0.1824 -1.2389 0.970
C 1.9793 0.5977 0.9735 -0.131
C 1.1568 -0.6720 0.7878 0.436
H 1.5866 -1.5417 1.2800 0.164
H 1.5519 1.3488 1.6266 0.222
H -3.9188 0.8687 -0.4742 0.219
H -2.3196 0.3616 0.1502 0.225
H 2.9863 0.3531 1.3250 0.198
```

Output
SMILES string: O=C1OC[C@@H](F)O1.ClCCl
Gap between HOMO and LUMO, eV: 11.4
Net charge: 0
ΔE to the lowest compared entry with this formula, charge and spin, eV: 0.000

No. 4
Computed, not measured: a structure of composition C24H51Cl4N5O10Tl at a distorted geometry, with ωB97M-V/def2-TZVPD.

Structure (XYZ):
```
95
Properties=species:S:1:pos:R:3:lowdin_spin:R:1
Tl -3.1208 0.4792 -0.9333 0.069
Cl 2.9706 -4.4466 -3.3149 0.000
Cl -0.0111 -4.1535 -4.6761 -0.001
Cl 5.0676 3.6006 -0.6511 0.000
Cl 3.5722 3.2804 2.4488 0.000
O 6.4896 -2.7372 -2.8544 0.000
O -1.2779 -1.1160 1.0854 0.793
O -2.5731 2.2948 1.3479 0.013
O 0.8657 -3.6389 5.2419 0.008
O -0.2414 0.2603 -1.6527 -0.811
O -3.2646 1.3469 -3.7147 0.030
O -4.7520 -2.0184 -0.0454 0.684
O 6.3435 -2.4630 -0.6046 0.000
O 4.6224 -1.7877 -1.8297 0.000
O -2.0367 3.1245 -1.4903 0.004
N -0.1280 -2.2498 3.7729 0.010
N -0.9225 1.4146 2.6139 -0.003
N -3.1978 3.0682 -5.1851 0.005
N -3.2840 -3.2799 0.9223 0.021
N 0.0405 3.4969 -1.0863 0.001
C 0.7108 -3.1616 4.1164 0.000
C -1.1323 1.9029 -4.7301 0.000
C 1.1674 4.2378 -0.6795 0.000
C 4.9776 2.0722 0.3564 0.000
C -1.6996 2.4359 2.2187 0.000
C 3.7194 1.8799 1.3804 0.000
C 0.0967 -1.1467 0.6199 0.055
C 0.2938 1.4038 3.5407 0.000
C 1.6069 -3.6440 2.9613 0.000
C -2.8292 -4.5038 1.6687 0.005
C -5.6835 -4.0093 0.8897 0.074
C 0.4606 0.0220 -0.4587 -0.022
C -1.3731 3.8557 2.7089 0.001
C 0.5501 -3.1847 -3.2908 -0.001
C 5.4773 -1.9292 0.3881 0.000
C 1.5712 -3.7511 -2.3987 0.000
C -2.6286 2.0780 -4.5255 0.001
C -1.1149 -1.6493 4.6725 0.001
C -1.3648 5.4631 -1.3278 0.000
C -4.5985 3.3725 -5.2122 0.001
C 4.2083 -1.5931 -0.4421 0.000
C 5.8118 -2.4162 -1.8803 0.000
C -1.1055 3.9880 -1.3520 0.000
C -4.5299 -3.0467 0.5715 0.087
H -2.2184 -4.3812 2.5632 0.000
H -1.4459 5.8720 -2.3350 0.000
H 0.7315 -0.9317 1.4795 0.020
H -4.9527 3.0072 -6.1762 0.000
H -0.7931 0.8891 -4.9428 0.000
H 2.0623 3.6194 -0.6114 0.000
H 1.5181 -0.1448 -0.6635 -0.019
H 0.2205 2.5051 -1.0233 0.000
H 1.3918 4.9900 -1.4358 0.000
H 3.9896 -0.5611 -0.1680 0.000
H 4.9950 1.2482 -0.3568 0.000
H 1.0986 4.7082 0.3014 0.000
H -4.7826 4.4421 -5.1110 0.000
H -2.1928 -5.0513 0.9735 0.001
H -1.9855 -2.2982 4.5776 0.000
H 0.4555 -2.1238 0.2965 -0.002
H 1.1085 2.1276 3.5217 0.000
H -0.3431 -2.9118 -2.7289 0.000
H -5.5854 -4.0892 1.9724 0.008
H 1.8440 -3.0904 -1.5758 0.000
H -2.3628 5.6545 -0.9336 0.000
H -1.3864 -0.6542 4.3201 0.000
H -2.5448 -2.6427 0.6620 -0.003
H 1.2192 -4.6269 -1.8535 0.000
H 2.6198 -3.2534 2.8634 0.000
H 6.0034 -1.0314 0.7127 0.000
H -6.6398 -3.5049 0.7513 -0.001
H -2.6068 3.6951 -5.7121 0.000
H -0.7731 2.4903 -5.5751 0.000
H 1.7968 -4.7064 3.1146 0.000
H 5.9190 2.0179 0.9031 0.000
H 3.7756 1.0004 2.0219 0.000
H 0.7587 0.4755 3.2088 0.000
H 3.3694 -2.2283 -0.1578 0.000
H 0.7438 -2.1835 -3.6757 -0.001
H -1.2552 0.5253 2.2697 -0.002
H -1.0600 3.9882 3.7446 0.000
H 1.1120 -3.5506 1.9947 0.000
H -2.3323 4.3734 2.7088 0.000
H -5.6625 -5.0400 0.5358 0.005
H -3.6617 -5.0849 2.0655 0.000
H -0.0342 -1.9570 2.8108 0.002
H 0.0416 1.1187 4.5620 0.000
H 0.4652 0.9490 0.1146 -0.038
H 5.1590 -2.5533 1.2232 0.000
H -0.6463 2.0820 -3.7710 0.000
H 2.7881 1.8428 0.8152 0.000
H -5.1538 2.8979 -4.4032 0.000
H -0.9684 -1.5907 5.7510 0.000
H -0.9102 4.4720 1.9381 0.000
H -0.6436 6.0486 -0.7575 0.000
```

Output
2S+1: 2
Gap between HOMO and LUMO (spin up / spin down), eV: 5.6 / 3.2
Net charge: +2